Below is an isolated molecule of C16H18N6OS2, with properties calculated with the ωB97M-V functional and the def2-TZVPD basis.

XYZ file:
```
43
Properties=species:S:1:pos:R:3:forces:R:3:nbo_charge:R:1
C -3.434212 -3.542867 0.400270 0.1 0.2 0.1 -0.606
C -2.380956 -2.473445 0.650187 -0.1 0.0 -0.2 -0.407
C -2.107183 -1.668593 -0.623445 -0.4 -0.4 0.3 -0.214
N -1.087939 -0.677735 -0.395927 0.7 0.5 0.0 -0.358
C 0.252002 -0.925361 -0.320817 -0.1 0.1 -0.1 0.174
S 0.951738 -2.455981 -0.737361 0.1 -0.5 -0.2 0.287
C 2.666899 -2.103924 -0.250654 -0.5 0.1 -0.2 -0.642
C 2.690008 -1.738693 1.214182 0.1 0.0 0.1 0.696
O 2.235886 -2.443835 2.084328 0.0 -0.1 0.0 -0.585
N 3.268133 -0.537999 1.543658 0.3 -0.1 0.8 -0.624
C 3.666673 0.496912 0.739704 0.3 1.0 0.1 0.295
N 4.030125 0.424809 -0.491064 0.1 -0.6 0.0 -0.513
C 4.367669 1.642963 -1.000905 0.0 0.8 0.3 0.157
C 4.792555 1.739079 -2.424412 0.0 0.0 0.1 -0.629
C 4.279566 2.668874 -0.116006 0.0 -0.2 0.0 -0.460
S 3.734550 2.112496 1.422459 -0.1 -0.5 -0.4 0.372
N 0.899617 0.131723 0.094358 0.4 -0.8 -0.3 -0.348
N -0.005246 1.091736 0.320923 -0.8 0.9 0.2 -0.268
C -1.192081 0.623500 0.033897 0.4 -0.2 -0.1 0.303
C -2.416744 1.396478 0.141798 -0.5 0.3 0.1 -0.126
C -2.622252 2.214102 1.253047 -0.1 -0.1 -0.2 -0.134
C -3.789434 2.950601 1.334677 0.0 0.0 -0.1 -0.252
C -4.712247 2.841647 0.303360 0.0 0.2 0.3 0.040
N -4.511363 2.097132 -0.770142 -0.4 0.0 -0.4 -0.413
C -3.392972 1.404091 -0.855288 0.4 -0.1 0.2 0.045
H -3.096868 -4.235532 -0.366958 0.0 -0.1 -0.1 0.205
H -4.368977 -3.092265 0.073464 -0.1 0.0 0.0 0.203
H -3.622592 -4.104198 1.311170 -0.1 -0.1 0.0 0.220
H -1.452677 -2.940109 0.985449 0.0 0.1 0.0 0.220
H -2.720510 -1.792192 1.434570 0.1 0.0 0.0 0.205
H -3.021488 -1.169949 -0.949437 0.1 -0.1 -0.1 0.220
H -1.757860 -2.334940 -1.418040 -0.1 0.1 0.0 0.215
H 3.204560 -3.038485 -0.409419 0.0 0.0 0.0 0.260
H 3.066672 -1.306029 -0.874191 0.0 -0.3 0.1 0.293
H 3.164932 -0.302938 2.525049 0.0 -0.2 -0.2 0.417
H 5.098626 2.753672 -2.661550 0.0 0.0 -0.1 0.217
H 3.967666 1.452201 -3.074537 0.0 0.0 -0.1 0.226
H 5.619672 1.056682 -2.610350 0.1 0.0 -0.1 0.225
H 4.497929 3.705261 -0.271042 0.1 0.2 -0.1 0.239
H -1.868883 2.256590 2.024777 0.1 0.0 0.1 0.235
H -3.982446 3.592205 2.180092 0.0 0.1 0.1 0.223
H -5.650028 3.380357 0.327556 0.0 0.1 0.1 0.195
H -3.260537 0.851946 -1.777445 0.1 -0.1 0.0 0.192
```
Positions in Å, forces in eV/Å.

- Max |F|: 1.26 eV/A
- E_LUMO: 0.6 eV
- Orbital gap: 8.822 eV
- Relative energy (zero: lowest compared OMol25 entry of this formula, charge and spin): 0.0 kJ/mol
- SMILES: CCCn1c(SCC(=O)Nc2nc(C)cs2)nnc1-c1cccnc1